DFT (ωB97M-V/def2-TZVPD) results for one molecule with the formula C21H34N2O4.

- Kohn-Sham gap: 8.7 eV
- SMILES: CCCOc1ccc(C(NC(=O)CC(C)C)NC(=O)CC(C)C)cc1OC
- DFT total energy: -33500.1936 eV
- HOMO energy: -7.99 eV
- LUMO: 0.69 eV

XYZ file:
```
61
Properties=species:S:1:pos:R:3:forces:R:3:lowdin_charge:R:1
C -3.3754 3.6026 -4.0461 -0.092 -0.142 0.145 -0.10
C -4.1222 2.3579 -3.5834 0.300 -0.140 -0.263 -0.23
C -3.7960 1.1568 -4.4756 -0.518 0.148 0.211 -0.20
O -2.4279 0.8115 -4.4461 0.352 -0.073 0.058 -0.03
C -1.9088 0.2077 -3.3446 0.195 -0.017 -0.030 -0.19
C -2.6291 -0.3230 -2.2880 -0.081 0.133 -0.294 -0.01
C -1.9839 -0.9412 -1.2268 0.243 -0.085 0.057 -0.04
C -0.6055 -1.0412 -1.2038 -0.239 0.031 -0.027 -0.16
C 0.0802 -1.7244 -0.0416 0.117 -0.100 0.189 -0.24
N 1.5051 -1.4304 0.0123 -0.155 -0.359 -0.116 0.13
C 1.9600 -0.2153 0.4049 0.589 -0.097 -0.219 -0.50
O 1.2185 0.7255 0.6062 -0.226 0.332 0.011 0.07
C 3.4698 -0.1190 0.5209 -0.028 -0.075 0.154 -0.09
C 4.0672 -1.0478 1.5888 0.088 0.192 0.075 -0.43
C 3.3842 -0.8324 2.9363 0.037 -0.153 -0.215 -0.06
C 5.5698 -0.7969 1.6981 -0.233 -0.183 -0.101 -0.08
N -0.5813 -1.3592 1.1924 -0.136 0.025 -0.194 0.12
C -0.3065 -2.0409 2.3321 -0.346 0.132 0.188 -0.49
O 0.4002 -3.0309 2.3282 0.261 -0.310 0.003 0.06
C -1.0197 -1.5760 3.5878 -0.019 0.115 -0.024 -0.09
C -1.3435 -0.0859 3.7311 0.113 -0.058 0.233 -0.43
C -0.0768 0.7667 3.7297 -0.211 -0.056 -0.165 -0.06
C -2.1164 0.1281 5.0334 -0.027 -0.013 -0.324 -0.08
C 0.1293 -0.5246 -2.2661 -0.008 0.072 -0.153 0.04
C -0.4989 0.1042 -3.3253 -0.155 0.033 -0.107 -0.18
O 0.1414 0.6536 -4.3937 -0.393 -0.042 0.121 -0.06
C 1.5460 0.6288 -4.4146 0.227 -0.014 0.011 -0.08
H -2.3073 3.4023 -4.0765 0.110 0.063 -0.017 0.07
H -3.5562 4.4319 -3.3667 0.026 0.122 0.007 0.07
H -3.6987 3.8932 -5.0432 -0.001 0.079 -0.120 0.07
H -3.8405 2.1295 -2.5538 -0.117 -0.029 0.035 0.10
H -5.2000 2.5289 -3.6135 -0.039 -0.064 0.056 0.11
H -3.9841 1.4145 -5.5217 -0.043 -0.071 0.105 0.13
H -4.4241 0.2952 -4.2149 0.087 0.035 -0.079 0.12
H -3.7057 -0.2658 -2.2744 -0.101 0.052 -0.053 0.11
H -2.5691 -1.3509 -0.4180 -0.069 -0.021 0.081 0.11
H -0.0058 -2.8156 -0.1390 0.093 0.268 0.018 0.17
H 2.1332 -2.2159 0.0499 -0.014 0.049 0.060 0.14
H 3.7085 0.9169 0.7689 -0.046 -0.021 -0.034 0.13
H 3.9095 -0.3501 -0.4530 0.025 0.044 -0.035 0.12
H 3.9157 -2.0914 1.2892 0.009 0.012 -0.003 0.13
H 3.4105 0.2192 3.2135 0.013 0.156 0.057 0.09
H 2.3469 -1.1544 2.8957 -0.140 -0.015 0.079 0.06
H 3.8857 -1.4087 3.7104 0.008 -0.052 0.109 0.08
H 5.7605 0.2227 2.0258 0.040 0.137 0.043 0.08
H 6.0585 -0.9464 0.7375 0.113 0.011 -0.085 0.08
H 6.0163 -1.4775 2.4190 0.089 -0.042 0.074 0.08
H -0.9166 -0.4096 1.2382 0.013 -0.048 0.084 0.13
H -1.9503 -2.1518 3.6273 0.029 -0.045 0.024 0.13
H -0.4094 -1.9019 4.4336 -0.009 -0.022 -0.043 0.13
H -1.9907 0.2303 2.9048 -0.006 -0.009 0.000 0.13
H 0.4344 0.7279 2.7715 0.117 0.029 -0.043 0.05
H 0.6081 0.4241 4.5028 0.097 -0.044 0.137 0.08
H -0.3254 1.8065 3.9305 0.021 0.127 0.027 0.08
H -1.5092 -0.1651 5.8871 0.077 -0.037 0.121 0.08
H -2.3841 1.1758 5.1483 -0.033 0.098 0.058 0.08
H -3.0306 -0.4617 5.0437 -0.112 -0.057 0.066 0.08
H 1.2029 -0.6094 -2.2457 0.100 0.036 -0.029 0.10
H 1.9317 -0.3960 -4.4497 -0.014 0.037 0.022 0.10
H 1.9708 1.1476 -3.5486 -0.013 -0.029 -0.022 0.10
H 1.8347 1.1513 -5.3253 0.031 -0.046 0.074 0.09
```
Forces are in eV/Å.